## a
C6H18O6 | the ωB97M-V functional and the def2-TZVPD basis

The value obtained for the HOMO-LUMO gap is 0.3728 Eh. Its SMILES is OCCO.OCCO.OCCO.

Each line ends with the Löwdin charge.
Atoms and positions in Å:
C1 -3.080 1.308 -2.804  -0.250
H1 -0.125 -0.084 4.454  0.125
H2 2.137 1.528 4.539  0.078
H3 1.324 -2.859 -1.421  0.085
C2 1.822 -0.601 3.704  -0.285
H4 -2.176 1.605 -3.335  0.124
O1 1.327 1.263 4.982  -0.063
H5 1.233 1.047 -1.465  0.131
H6 -5.009 1.317 -3.185  0.082
H7 2.327 -0.668 -2.522  0.127
C3 -2.951 -0.193 -2.477  -0.210
H8 -1.102 -1.003 -2.418  0.036
H9 2.571 -0.009 2.061  0.043
H10 0.606 1.017 3.106  0.104
H11 -2.869 -0.552 -1.451  0.111
H12 1.529 -1.435 3.066  0.113
C4 0.730 0.433 4.018  -0.228
O2 -1.710 -0.643 -3.068  -0.086
O3 2.875 -0.097 2.967  -0.062
O4 -4.213 1.756 -3.493  -0.059
H13 0.966 0.892 0.752  0.090
H14 0.087 -0.095 -1.083  0.112
H15 2.175 -1.125 4.592  0.125
C5 1.147 0.104 -0.925  -0.253
H16 2.765 -1.188 -0.903  0.134
O5 1.145 -2.092 -1.971  -0.062
O6 1.609 0.276 0.394  -0.056
C6 1.921 -0.944 -1.549  -0.220
H17 -3.881 -0.687 -2.759  0.108
H18 -3.180 1.727 -1.803  0.107

## b
C6H18O6 | the ωB97M-V functional and the def2-TZVPD basis

The value obtained for the HOMO-LUMO gap is 0.3908 Eh. Its SMILES is OCCO.OCCO.OCCO.

Each line ends with the Löwdin charge.
Atoms and positions in Å:
C1 0.819 -0.599 -4.197  -0.202
H1 0.730 -0.385 -1.783  0.064
O1 0.754 -1.642 2.883  -0.044
H2 2.269 -2.165 -3.319  0.123
H3 -1.258 0.174 3.461  0.115
H4 -0.922 -1.977 1.853  0.113
H5 -0.070 1.687 1.874  0.118
O2 0.651 0.812 -3.886  -0.080
H6 1.690 2.045 -0.343  0.093
C2 -1.484 -0.892 3.503  -0.303
O3 1.366 -1.097 -1.887  -0.063
H7 1.187 -2.424 3.234  0.088
C3 -1.019 2.118 0.051  -0.248
H8 -0.190 2.485 -1.646  0.064
C4 0.130 1.657 0.803  -0.268
H9 2.653 -0.456 -3.146  0.110
C5 1.835 -1.176 -3.166  -0.270
H10 -0.022 1.104 -4.505  0.083
H11 -2.159 -0.363 5.226  0.097
H12 -2.526 -0.917 3.182  0.117
H13 -0.149 -1.097 -4.146  0.115
O4 -0.900 1.891 -1.392  -0.074
O5 -1.518 -0.967 4.845  -0.059
O6 1.168 2.474 0.339  -0.041
H14 0.288 0.614 0.530  0.122
H15 -0.706 -2.911 3.392  0.131
H16 -1.935 1.583 0.302  0.118
H17 -1.296 3.155 0.243  0.123
C6 -0.595 -1.949 2.892  -0.251
H18 1.210 -0.782 -5.198  0.109

Pick b: it beats the second-best structure by 8.8 kJ/mol.

## a
C2H12O3S | the ωB97M-V functional and the def2-TZVPD basis

The value obtained for the HOMO-LUMO gap is 0.3273 Eh. Its SMILES is CSC.O.O.O.

Each line ends with the Löwdin charge.
Atoms and positions in Å:
H1 1.808 -1.659 0.828  0.044
H2 -0.579 2.208 -2.285  0.016
H3 0.933 1.413 1.500  0.033
O1 -0.043 -1.390 2.383  -0.058
H4 2.024 -0.600 -0.266  0.050
H5 -0.824 1.279 1.535  0.033
H6 -1.656 1.410 -1.142  0.031
S1 -0.114 2.916 -0.067  0.728
H7 -0.407 -2.027 3.012  0.052
C1 0.039 1.394 0.885  -0.472
O2 1.746 -1.511 -0.125  -0.054
H8 -1.909 3.160 -1.639  0.022
H9 0.657 -2.855 -1.166  0.003
H10 -0.132 -2.121 -2.186  0.027
H11 -0.246 -1.613 1.468  0.026
C2 -1.212 2.360 -1.421  -0.404
O3 -0.222 -2.867 -1.582  -0.081
H12 0.137 0.503 0.268  0.005

## b
C2H12O3S | the ωB97M-V functional and the def2-TZVPD basis

The value obtained for the HOMO-LUMO gap is 0.3309 Eh. Its SMILES is CSC.O.O.O.

Each line ends with the Löwdin charge.
Atoms and positions in Å:
H1 2.242 -0.216 0.134  -0.023
H2 -0.215 -0.532 1.955  -0.005
S1 -0.899 -0.275 -1.934  0.727
O1 2.945 -0.455 -0.454  -0.052
H3 -2.786 0.906 -0.894  0.023
H4 -1.427 0.085 2.739  0.027
H5 1.481 1.821 0.705  0.069
H6 -1.480 -1.758 -0.089  0.033
H7 -1.399 1.962 -1.437  0.023
O2 -0.607 -0.385 2.826  -0.047
H8 1.641 1.481 -0.905  0.046
C1 -1.718 1.067 -0.917  -0.370
O3 1.071 1.562 -0.137  -0.079
H9 0.137 -0.998 0.096  -0.021
C2 -0.578 -1.450 -0.584  -0.439
H10 -0.064 -2.358 -0.927  0.043
H11 2.999 -1.402 -0.262  0.049
H12 -1.341 0.945 0.086  -0.003

Pick a: it beats the second-best structure by 31.1 kJ/mol.

## a
C4H3NO2 | the ωB97M-V functional and the def2-TZVPD basis

The value obtained for the HOMO-LUMO gap is 0.3833 Eh. Its SMILES is O=Cc1ccon1.

Each line ends with the Löwdin charge.
Atoms and positions in Å:
C1 0.224 0.285 -0.432  -0.292
C2 -1.218 0.227 1.218  -0.126
O1 -0.836 1.493 1.059  -0.028
H1 -0.734 -1.635 0.160  0.113
C3 -0.618 -0.579 0.313  -0.018
H2 -1.933 -0.077 1.982  0.137
H3 2.338 -0.182 -0.666  0.134
O2 1.300 -0.795 -2.301  0.087
N1 0.137 1.532 -0.088  0.178
C4 1.388 -0.245 -1.236  -0.185

## b
C4H3NO2 | the ωB97M-V functional and the def2-TZVPD basis

The value obtained for the HOMO-LUMO gap is 0.3043 Eh.

Each line ends with the Löwdin charge.
Atoms and positions in Å:
C1 0.462 0.327 -1.122  -0.047
H1 0.138 -0.235 1.743  0.160
N1 -0.456 -0.685 0.937  0.016
C2 -0.412 -0.588 -0.326  -0.124
O1 0.765 2.235 -2.770  0.169
H2 1.128 -0.258 -1.634  0.068
C3 -0.007 2.933 -2.004  -0.503
C4 0.164 1.581 -1.611  -0.039
H3 -1.212 -1.308 1.378  0.135
O2 -0.394 4.037 -1.874  0.166

Pick a: it beats the second-best structure by 244.4 kJ/mol.

## a
C4H3NO2 | the ωB97M-V functional and the def2-TZVPD basis

The value obtained for the HOMO-LUMO gap is 0.3223 Eh. Its SMILES is O=c1cccno1.

Each line ends with the Löwdin charge.
Atoms and positions in Å:
O1 2.780 -0.329 -0.185  -0.004
C1 -1.359 -0.482 -0.116  -0.188
C2 -0.817 0.788 -0.037  -0.072
H1 -1.516 1.766 -0.137  0.165
H2 1.243 1.791 -0.008  0.150
H3 -2.431 -0.801 -0.013  0.134
C3 1.507 -0.318 0.199  -0.215
C4 0.556 0.867 0.200  0.005
O2 0.734 -1.672 0.094  -0.044
N1 -0.696 -1.610 0.003  0.069

## b
C4H3NO2 | the ωB97M-V functional and the def2-TZVPD basis

The value obtained for the HOMO-LUMO gap is 0.3802 Eh. Its SMILES is C#C[C@@H]1OC=NO1.

Each line ends with the Löwdin charge.
Atoms and positions in Å:
H1 -0.213 -0.305 1.837  0.167
H2 2.382 1.162 -0.928  0.150
O1 0.784 -1.263 0.313  -0.098
C1 -2.285 0.009 -0.564  0.155
C2 -1.301 -0.220 0.101  -0.066
O2 0.709 1.050 0.421  0.043
C3 1.640 0.529 -0.387  -0.219
C4 -0.064 -0.168 0.751  -0.313
N1 1.715 -0.750 -0.625  0.102
H3 -3.365 -0.043 -0.919  0.079

Pick a: it beats the second-best structure by 39.8 kJ/mol.

## a
C4H3NO2 | the ωB97M-V functional and the def2-TZVPD basis

The value obtained for the HOMO-LUMO gap is 0.3097 Eh. Its SMILES is C=C=C=O.N=C=O.

Each line ends with the Löwdin charge.
Atoms and positions in Å:
H1 -2.278 -0.169 1.168  0.028
C1 1.446 -1.175 0.208  -0.417
O1 1.533 -1.782 1.197  0.161
C2 -1.131 0.964 0.003  -0.074
H2 -0.481 -0.491 1.244  0.050
N1 1.463 -0.554 -0.816  0.201
C3 -1.341 0.087 0.928  0.063
O2 0.078 2.290 -1.581  0.123
H3 0.949 -0.723 -1.653  0.101
C4 -0.239 1.553 -0.698  -0.238

## b
C4H3NO2 | the ωB97M-V functional and the def2-TZVPD basis

The value obtained for the HOMO-LUMO gap is 0.3660 Eh.

Each line ends with the Löwdin charge.
Atoms and positions in Å:
O1 -1.239 -1.248 0.042  0.045
C1 0.036 -0.901 -0.193  -0.474
O2 2.125 -0.471 0.081  -0.031
C2 0.090 0.405 -0.365  -0.018
H1 -2.187 0.651 -0.705  0.072
C3 -1.564 0.285 0.050  0.086
H2 2.149 1.396 0.240  0.109
H3 -2.063 0.680 0.961  0.122
N1 1.228 -1.486 -0.087  0.113
C4 1.424 0.688 -0.024  -0.023

## c
C4H3NO2 | the ωB97M-V functional and the def2-TZVPD basis

The value obtained for the HOMO-LUMO gap (spin up / spin down) is 0.2632 / 0.2889 Eh.

Each line ends with the Löwdin charge.
Atoms and positions in Å:
C1 1.041 0.231 0.187  -0.058
O1 -1.113 -1.646 -0.049  0.124
H1 -0.015 1.709 1.491  0.110
H2 2.310 -0.986 -0.819  0.109
C2 -1.302 0.851 0.079  -0.426
C3 -1.163 -0.478 -0.315  -0.061
H3 0.736 -1.607 -0.426  0.086
N1 1.386 -0.827 -0.490  0.102
O2 -1.960 1.779 -0.373  0.048
C4 0.081 0.974 0.715  -0.035

Pick a: it beats the second-best structure by 181.2 kJ/mol.

## a
C4H3NO2 | the ωB97M-V functional and the def2-TZVPD basis

The value obtained for the HOMO-LUMO gap is 0.3227 Eh.

Each line ends with the Löwdin charge.
Atoms and positions in Å:
N1 -0.923 -1.369 -0.429  0.237
H1 0.030 1.426 0.964  0.118
H2 2.521 0.727 1.162  0.117
H3 -1.323 0.187 -1.967  0.146
C1 -0.287 -0.510 0.140  -0.188
O1 -2.692 0.257 -0.453  0.129
C2 1.818 0.036 0.683  -0.294
C3 0.446 0.497 0.597  -0.029
O2 2.150 -1.083 0.324  0.018
C4 -1.738 -0.167 -1.021  -0.255

## b
C4H3NO2 | the ωB97M-V functional and the def2-TZVPD basis

The value obtained for the HOMO-LUMO gap is 0.3186 Eh. Its SMILES is O=C=C1N=CCO1.

Each line ends with the Löwdin charge.
Atoms and positions in Å:
O1 -3.267 0.014 -0.997  0.187
H1 2.046 1.192 -0.389  0.116
C1 0.962 -0.629 0.545  -0.145
H2 1.509 -0.730 1.486  0.124
H3 1.251 -1.450 -0.131  0.127
O2 -0.436 -0.676 0.808  -0.034
C2 -0.973 0.272 -0.050  -0.346
C3 1.104 0.705 -0.154  -0.104
N1 -0.021 1.185 -0.523  0.127
C4 -2.174 0.117 -0.594  -0.052

Pick b: it beats the second-best structure by 94.8 kJ/mol.